Density functional theory data (ωB97M-V/def2-TZVPD) for C21H16Cl3N3O8Ti as an isolated structure.

Energy above the lowest of the compared OMol25 structures with the same formula, charge and spin in kcal per mole: 0.0
LUMO energy (spin up / spin down) in hartree: -0.025 / -0.025
Charge: 0
Strongest force on any atom in hartree/bohr: 0.0071
Frontier orbital gap (spin up / spin down) in eV: 5.345 / 5.342

Last column: Löwdin charge in e.
CARTESIAN COORDINATES (ANGSTROEM)
Ti1 -0.41 0.85 0.08  1.16
Cl1 3.59 -3.84 3.55  0.68
Cl2 5.27 -2.89 -2.88  0.67
Cl3 4.43 0.92 0.84  0.74
O1 0.08 2.25 1.58  0.02
O2 -0.45 -0.87 -1.15  -0.04
O3 1.62 0.50 0.21  -0.16
O4 -1.66 -0.05 1.40  -0.10
O5 1.59 3.53 2.55  0.17
O6 -3.75 -0.24 2.31  0.11
O7 -0.87 3.46 -2.94  0.11
O8 -0.09 1.99 -1.42  -0.12
N1 2.75 1.62 3.89  0.02
N2 -2.17 1.57 -0.30  -0.01
N3 0.69 -2.10 1.51  0.09
C1 -4.56 1.82 0.20  -0.01
C2 4.65 -0.99 -1.05  -0.11
C3 3.79 -0.20 -0.33  -0.56
C4 2.81 -2.01 -2.17  -0.05
C5 -2.34 2.49 -1.30  -0.18
C6 1.51 1.24 3.22  -0.14
C7 1.01 2.38 2.36  -0.47
C8 4.15 -1.90 -1.98  -0.67
C9 2.38 -0.25 -0.50  -0.38
C10 1.86 -2.40 2.07  -0.16
C11 -1.04 2.72 -2.00  -0.52
C12 -3.52 3.07 -1.58  0.01
C13 -3.29 1.23 0.46  -0.19
C14 2.04 -3.53 2.85  -0.65
C15 1.91 -1.21 -1.44  -0.12
C16 0.98 -4.39 3.05  -0.09
C17 -4.68 2.73 -0.80  -0.07
C18 -2.91 0.30 1.40  -0.45
C19 -0.33 -2.93 1.70  -0.13
C20 -0.23 -4.08 2.46  -0.05
C21 0.52 -1.44 -1.67  -0.14
H1 2.69 -1.72 1.88  0.10
H2 3.55 1.25 3.40  0.04
H3 -1.09 -4.73 2.58  0.11
H4 0.29 -2.24 -2.38  0.14
H5 -3.57 3.79 -2.39  0.12
H6 1.59 0.36 2.58  0.09
H7 -3.22 -0.83 2.87  0.12
H8 -1.26 -2.64 1.23  0.11
H9 -5.40 1.53 0.81  0.12
H10 5.72 -0.90 -0.89  0.11
H11 2.42 -2.73 -2.89  0.12
H12 2.30 3.35 3.22  0.11
H13 2.78 1.32 4.85  0.09
H14 -5.64 3.19 -1.01  0.10
H15 0.72 1.04 3.95  0.15
H16 1.11 -5.28 3.66  0.11